# 1
ORCA calculation (the ωB97M-V functional and the def2-TZVPD basis) on C21H44FeN3OP2S as an isolated structure at a distorted geometry.

E_LUMO (alpha / beta), eV: -6.0 / -10.3
Energy relative to the best compared isomer or geometry (same formula, charge and spin), kcal per mole: 63.5
Expectation value of S²: 8.8299
HOMO-LUMO gap (alpha / beta), hartree: 0.2194 / 0.1632

```
! RIJCOSX wB97M-V def2-TZVPD def2/J DEFGRID3
* xyz 2 6
N 2.29 -4.10 0.47
H -2.89 -0.30 -2.38
P -0.51 -0.79 -2.04
O 2.87 0.27 -0.55
H 0.65 -1.09 3.39
C 3.21 -3.17 1.09
C -1.64 0.69 2.69
H -0.22 -3.95 -4.08
H 2.47 2.34 1.24
H -0.10 -2.34 -4.82
H -0.73 1.32 -0.40
H -1.13 -0.60 -5.10
H 0.00 2.95 1.28
H -3.53 0.13 1.75
H 1.34 -0.09 -4.54
C 1.69 0.22 -0.34
H -0.11 -3.09 -1.84
H 3.13 0.68 3.41
H -0.70 1.40 -2.80
H -2.08 1.69 2.67
H 1.24 -0.26 5.58
H -2.46 -2.10 0.07
C 1.50 -5.82 -0.70
C 0.88 0.48 4.85
C -0.12 3.34 3.39
S 0.02 -2.83 1.40
H 4.21 -3.62 1.01
H 1.77 0.76 -3.04
H -1.20 3.21 3.45
H -3.82 -0.89 -0.30
H 1.07 1.66 -4.40
H 2.02 -1.83 -3.66
H 0.32 3.00 4.33
N 0.44 -5.01 -0.25
H 2.17 -1.86 -1.91
Fe 0.05 -0.21 0.10
H 2.74 -0.30 2.00
C 1.70 -2.37 -2.76
C 0.17 -2.39 -2.66
C 0.50 2.60 2.19
H -1.57 -2.83 -3.92
H 0.10 4.41 3.27
N -2.02 -0.04 0.34
C 2.00 2.90 2.06
H 3.66 -5.51 -0.40
C -0.48 -2.89 -3.95
C -1.37 0.30 -4.52
H 2.98 -1.11 3.56
C 2.63 -5.21 -0.27
H -2.41 0.23 -4.20
C 0.93 -3.95 0.50
H 1.45 1.41 5.00
H -1.28 1.16 -5.19
C -0.40 0.49 -3.35
H 2.96 -3.01 2.14
H -0.17 0.68 5.08
C -2.73 -1.10 -0.42
H 3.18 -2.20 0.58
C 1.09 -0.08 3.45
P 0.13 0.80 2.14
H -1.69 0.89 -0.05
C -2.34 -1.11 -1.89
H 2.07 -3.40 -2.81
H -1.70 0.31 3.72
C 1.04 0.71 -3.85
C -2.45 -0.17 1.74
H -2.61 -2.06 -2.37
C 2.57 -0.21 3.08
H 1.33 -6.67 -1.30
H -0.56 -5.17 -0.41
H 2.53 2.66 2.98
H -2.35 -1.26 2.04
H 2.11 3.97 1.85
*
```

# 2
ORCA calculation (the ωB97M-V functional and the def2-TZVPD basis) on C21H45BBrClINO11Si2 as an isolated structure at a distorted geometry.

E_LUMO, eV: 0.1
Energy relative to the best compared isomer or geometry (same formula, charge and spin), kcal per mole: 22.6
HOMO-LUMO gap, hartree: 0.3300

```
! RIJCOSX wB97M-V def2-TZVPD def2/J DEFGRID3
* xyz 0 1
H 4.47 -2.35 -1.76
H 0.92 2.92 3.86
O -3.82 0.58 3.26
C -0.18 -0.75 4.84
C -2.64 1.13 -4.94
H -4.59 0.66 -5.62
O 1.44 3.14 -2.25
H 2.41 2.08 5.65
Cl -1.22 -1.66 -4.35
O 0.19 1.12 -4.73
C 8.17 -2.14 1.16
H -2.92 2.03 -4.41
H -6.26 1.12 4.22
H -2.30 1.45 -5.92
C 1.73 1.40 5.14
C 5.38 -2.72 2.86
I 2.20 -1.83 -5.88
H -5.15 -3.52 -2.96
C 3.59 -1.16 -3.28
H 2.24 0.43 5.09
H 4.54 -2.71 3.54
C -3.36 1.08 2.10
C -5.54 1.93 4.33
C 1.40 1.95 3.77
H -4.35 -0.43 -1.26
O 5.88 -1.37 0.86
O 0.57 1.32 5.97
C 3.62 -1.69 -1.85
Si -1.14 0.39 -4.08
H -0.47 -1.71 5.24
H -3.90 -2.46 -2.27
O 2.78 1.45 -5.16
C -4.96 -1.62 -3.92
H 2.74 -2.29 -1.61
H 7.89 -3.03 1.72
H 0.72 1.30 3.23
H 2.38 1.73 -0.52
H 3.68 1.17 -4.94
H -5.78 2.49 5.24
H -3.47 -0.65 -5.74
H -4.35 2.80 1.32
H 9.16 -1.83 1.49
H -4.05 0.71 5.26
O -5.34 1.58 -3.52
H 7.48 -0.15 0.77
Si 1.70 0.81 -4.06
H -3.38 2.16 4.54
C 4.97 -2.06 1.57
H -4.50 -2.20 -4.71
O 2.73 1.37 -1.35
H 6.21 -2.24 3.37
C 2.16 -1.01 -3.86
C -4.99 0.40 -1.55
H 0.81 -0.86 4.42
H 5.65 -3.76 2.66
C -3.79 0.15 -5.09
C -0.28 0.27 5.95
H 4.17 -0.24 -3.38
C -4.89 0.61 -3.04
B 1.99 1.87 -2.38
H -3.39 3.18 2.77
H -5.67 2.59 3.47
C -3.43 2.58 1.86
C -4.13 1.38 4.40
H 8.22 -2.42 0.11
O -1.14 0.20 6.78
C 7.17 -1.02 1.35
Br -1.34 0.79 -1.88
H -4.64 1.27 -1.01
H 7.11 -0.69 2.39
O 3.86 -2.18 1.13
H -2.58 2.86 1.24
H -5.98 -1.42 -4.23
H 2.31 2.06 3.17
H -5.63 -2.20 -1.95
H 3.76 -0.92 -1.11
H -6.01 0.15 -1.32
H 4.10 -1.88 -3.89
H 0.56 3.02 -1.86
H 1.48 -1.57 -3.23
N -4.20 -0.36 -3.79
O -2.97 0.33 1.25
H -0.88 -0.47 4.05
C -4.90 -2.50 -2.69
*
```

# 3
ORCA calculation (the ωB97M-V functional and the def2-TZVPD basis) on C21H45BiOP3Se as an isolated structure at a distorted geometry.

E_LUMO (alpha / beta), eV: -11.6 / -11.8
Energy relative to the best compared isomer or geometry (same formula, charge and spin), kcal per mole: 0.0
HOMO-LUMO gap (alpha / beta), hartree: 0.1539 / 0.1471

```
! RIJCOSX wB97M-V def2-TZVPD def2/J DEFGRID3
* xyz 3 1
H -0.20 -5.06 2.23
P 0.75 -2.89 1.65
H 1.79 6.04 -5.29
H 2.87 1.28 4.16
H -1.41 -3.62 -3.02
C 0.90 1.95 -2.40
C 2.18 -3.76 0.91
H -1.25 0.95 3.88
C -1.72 -0.05 3.90
H 3.76 -0.87 1.99
C 0.76 3.02 -3.27
C 1.19 -2.79 3.42
H 1.94 -4.06 -0.12
H -1.28 6.51 -5.54
H -3.82 -2.08 -0.37
Bi -0.08 -0.30 0.43
H 2.63 3.16 1.96
H 1.03 2.90 1.20
C 0.76 5.90 -5.64
H 1.40 -3.79 3.82
H 0.58 5.16 -6.43
C -2.18 -0.68 -2.54
H 0.15 3.87 -2.98
P 2.01 0.81 1.94
H 1.32 3.87 -5.16
O -1.87 -0.53 2.54
H 0.36 -2.34 3.98
H -3.33 -0.92 5.05
H 2.09 -2.16 3.55
H 0.38 1.98 -1.44
H -0.09 7.42 -4.41
H 2.93 -0.04 -4.28
H -0.23 -3.89 -1.70
C -3.09 -2.79 -0.78
H -5.02 -0.28 3.46
H -0.78 1.23 -0.25
H -1.34 -0.30 -3.14
C 1.42 3.01 -4.50
H 1.15 1.78 4.00
H 2.51 2.53 0.28
C 2.33 0.81 -4.00
C -4.04 0.16 3.31
H -3.20 0.84 5.22
H 4.41 0.78 2.22
H 0.09 -2.63 -2.92
H -2.64 0.17 -2.01
H -1.45 -3.78 2.13
C 1.68 0.82 -2.75
P -1.59 -1.91 -1.33
C -0.69 -3.13 -2.35
C -0.54 -4.19 1.66
C -3.28 -0.53 2.18
H -0.79 -4.50 0.64
C 2.05 2.52 1.28
H -2.84 -3.52 0.01
H -4.16 1.22 3.06
H -1.05 -0.73 4.45
H 2.43 -4.66 1.50
H -2.93 -1.14 -3.20
C 3.69 0.17 1.65
H 1.57 0.06 4.21
H 3.05 -3.09 0.89
Se 1.90 -0.66 -1.62
C -0.26 6.64 -5.17
H 3.92 0.20 0.58
H -3.59 -1.58 2.08
H 2.71 1.91 -5.81
H -3.54 -3.32 -1.63
C -3.11 0.01 4.52
H -3.40 -0.04 1.21
C 2.20 1.91 -4.85
C 1.89 1.00 3.75
*
```

# 4
ORCA calculation (the ωB97M-V functional and the def2-TZVPD basis) on C21H45CeN2OP3S as an isolated structure at a distorted geometry.

E_LUMO (alpha / beta), eV: -10.5 / -9.8
Energy relative to the best compared isomer or geometry (same formula, charge and spin), kcal per mole: 5.6
Expectation value of S²: 1.0045
HOMO-LUMO gap (alpha / beta), hartree: 0.1593 / 0.2125

```
! RIJCOSX wB97M-V def2-TZVPD def2/J DEFGRID3
* xyz 3 2
C -2.75 -2.78 -1.71
H -1.01 -1.53 5.05
C 0.63 -1.36 -5.95
C -0.70 -0.74 -4.02
H 1.29 3.53 -2.69
H 2.92 1.39 1.86
C -1.83 -0.80 5.08
H -2.85 -0.81 -4.29
P 1.61 2.62 -0.43
H 2.22 3.18 1.94
C 1.51 3.94 -1.69
P 1.63 -0.62 1.27
C 0.78 -1.73 2.41
H 3.30 1.13 -1.36
H 2.48 4.43 -1.77
H 2.62 -2.53 0.33
C 3.00 -1.54 0.56
H -3.60 -2.10 -1.65
H -1.15 -0.02 6.92
H 2.72 4.47 0.80
H 3.76 -1.54 1.34
H -2.73 -1.30 5.44
C -1.89 -1.04 -4.74
N -0.72 1.51 3.95
C 3.34 2.07 -0.78
H 1.30 -2.69 2.33
H 0.60 -3.51 -0.40
H 3.83 2.83 -1.41
H -0.22 2.12 5.89
H -2.38 -2.53 1.69
H -0.40 -3.90 -1.84
Ce -0.96 1.04 -0.98
C -0.02 -3.08 -1.20
H -2.63 -3.96 0.65
C -1.79 -1.68 -5.96
H 0.91 -0.45 0.04
H -1.03 -3.66 1.38
C -1.11 2.43 -2.86
H 0.73 4.65 -1.40
H 3.94 1.90 0.12
H -2.59 -0.93 3.05
H -2.36 -2.76 -2.73
H 1.46 -0.46 -4.17
H -1.66 1.78 -3.56
H 0.58 -2.40 -1.82
C -0.37 1.19 5.34
H -1.38 3.84 -1.16
H 1.62 -1.44 -6.42
C -1.82 3.03 -1.77
H 0.90 -1.33 3.42
H 0.56 0.62 5.37
H 1.54 1.07 3.00
H -3.07 -3.79 -1.44
H 3.35 -1.04 -0.35
H -0.29 -1.84 2.19
H -0.47 -2.27 -7.58
C -1.55 0.77 3.17
H -0.20 2.85 -3.32
H -2.35 0.99 6.15
O -0.73 -0.37 -2.75
S -2.00 1.31 1.55
C -1.47 0.37 5.96
P -1.47 -2.17 -0.52
C -0.53 -1.84 -6.57
C 2.33 0.62 2.38
C -1.92 -3.18 0.94
H -2.71 -2.04 -6.46
C 1.93 3.74 1.04
N -2.10 -0.33 3.71
H -2.90 2.93 -1.60
H -0.23 2.24 3.46
H 3.01 0.02 3.02
C 0.56 -0.82 -4.68
H 1.00 4.29 1.26
*
```

# 5
ORCA calculation (the ωB97M-V functional and the def2-TZVPD basis) on a 9-piece molecular cluster, C21H45ClIN17O16P2 overall at a distorted geometry.

E_LUMO, eV: -1.0
SMILES: CC(=O)OCCCc1cc2c(c(P(O)Cl)c1I)C(=O)N(P(=O)(O)O)C2=O.NC(N)=O.NC(N)=O.NC(N)=O.NC(N)=O.NC(N)=O.NC(N)=O.NC(N)=O.NC(N)=O
HOMO-LUMO gap, hartree: 0.2928

```
! RIJCOSX wB97M-V def2-TZVPD def2/J DEFGRID3
* xyz 0 1
H -1.20 -4.56 -3.21
N -1.40 6.75 -4.12
O 3.15 -1.07 1.06
H 4.66 1.76 0.30
H 3.29 6.03 8.66
O -2.51 8.73 -4.02
O 0.29 -1.72 4.58
H 3.33 9.56 8.47
O 1.51 -6.18 1.54
H -1.18 -4.05 -7.73
O -0.67 4.22 -0.80
H 1.06 0.86 6.28
C -2.51 1.43 0.71
H 0.62 -3.89 1.96
H -1.65 -3.96 -9.40
O 3.40 -0.04 -0.91
C 2.83 7.71 7.62
C 0.24 -0.62 1.95
I -1.33 -4.11 -0.15
N 3.34 7.03 8.69
N 1.03 -1.64 6.72
C -1.77 0.11 0.83
N -1.48 2.45 0.95
H -5.72 -2.14 -5.23
H -2.09 6.59 -1.70
H 5.50 0.45 1.20
N 2.92 9.07 7.70
C -0.36 -3.80 -4.89
H 1.33 -8.18 4.01
C -1.07 -2.15 0.61
C -2.13 7.71 -3.47
H 1.52 6.53 5.05
N 0.75 0.30 5.50
H 3.76 7.47 9.49
H -5.57 -0.80 -7.16
H 1.27 1.64 -0.03
P -3.56 -1.25 -0.71
C -2.02 -1.14 0.30
H -0.92 -1.88 -5.51
O -2.07 -6.40 -9.69
C 1.10 -2.95 1.71
C -3.93 -1.45 -6.05
H 3.87 -2.45 -0.33
H -1.78 -2.97 -3.60
N -2.40 7.43 -2.16
H -3.39 -3.20 -1.65
O 0.34 -4.78 -5.13
H -1.08 5.91 -3.68
H 1.70 -2.54 2.51
C -0.69 1.80 2.01
O -2.71 -1.44 -5.95
N -0.35 -2.69 -5.68
H 3.90 -2.98 1.33
H -2.92 8.10 -1.64
H -1.12 -6.10 -6.66
O -3.66 1.66 0.57
C 1.71 -7.19 2.20
H 4.05 1.21 1.85
N -1.48 -4.51 -8.57
H 0.64 -6.61 3.82
H 2.62 -9.07 2.25
N 2.45 -8.24 1.73
C -0.67 0.36 1.63
H -1.59 -7.54 -7.52
P -0.48 2.83 -0.40
H 0.48 0.77 4.65
O 1.02 2.59 -0.01
H 1.08 -0.39 2.58
O -0.75 1.81 -1.59
C -1.69 -5.86 -8.66
O 1.40 7.39 2.71
H 2.10 -4.15 0.15
H -1.18 6.92 -5.08
H 0.28 -2.71 -6.46
H 2.84 -8.14 0.81
H 0.98 -2.64 6.77
C 0.83 6.40 3.13
O -3.22 -2.29 -1.93
O 2.33 7.15 6.66
C 0.67 -1.06 5.53
N 0.03 5.62 2.34
N -1.20 -3.75 -3.81
H 1.34 -1.12 7.51
N -1.44 -6.54 -7.51
H -0.44 4.79 2.66
C 3.66 -0.11 0.26
N 1.19 -7.36 3.45
H 2.56 9.60 6.93
N -4.72 -2.12 -5.17
H -1.69 1.72 -1.80
H -4.27 -2.60 -4.42
Cl -4.72 -2.44 0.53
H 0.48 5.17 4.78
O -0.27 2.35 2.97
H -0.08 5.89 1.37
C 4.54 0.89 0.93
N -4.58 -0.80 -7.05
N 0.94 5.98 4.43
C 1.97 -3.11 0.43
H 1.47 -2.62 -0.40
H -4.02 -0.30 -7.72
C 0.04 -1.90 1.41
C 3.31 -2.43 0.60
*
```

# 6
ORCA calculation (the ωB97M-V functional and the def2-TZVPD basis) on C21H45N2P3SScSe as an isolated structure at a distorted geometry.

E_LUMO (alpha / beta), eV: -12.7 / -12.5
Energy relative to the best compared isomer or geometry (same formula, charge and spin), kcal per mole: 41.2
HOMO-LUMO gap (alpha / beta), hartree: 0.1309 / 0.1423

```
! RIJCOSX wB97M-V def2-TZVPD def2/J DEFGRID3
* xyz 3 1
P -2.19 -0.42 1.53
H -2.06 3.25 -0.99
H 2.17 -2.55 2.16
H 2.65 1.49 2.91
C -1.83 -4.04 -2.03
C 3.51 0.83 -0.64
H 0.65 -2.73 3.08
H -3.09 -5.26 -3.29
H 0.89 3.34 -1.20
C 1.57 -2.14 2.98
C 2.76 0.40 2.92
H 1.05 -0.18 5.00
H 1.82 3.35 0.33
C 6.17 1.53 -0.01
P 1.13 -0.39 2.61
C -3.90 -2.52 -6.71
H -2.45 -1.21 -4.65
H -2.27 -2.84 1.64
H 5.85 0.02 1.47
H -3.50 -2.05 2.71
C -2.45 -2.03 2.36
H -4.48 -0.63 0.76
C -2.27 -2.01 -3.90
C -0.29 3.14 2.41
C -1.44 -1.76 -2.81
C -2.64 -4.29 -3.13
H -4.77 -3.15 -6.42
H -2.33 0.74 3.67
C -2.96 0.68 2.78
C -1.25 -2.78 -1.85
N 4.26 -0.03 0.11
H -0.58 -0.54 4.36
C 0.85 3.58 -0.13
H 6.55 1.46 -1.02
H 5.46 3.50 -0.39
C -4.06 -1.21 -6.90
H 6.28 -0.59 -0.14
H -1.08 0.43 -1.07
H 3.46 0.10 2.13
H -0.95 -0.79 -2.69
H -5.00 -0.74 -6.57
H -3.31 -1.30 -0.44
H -3.12 1.69 2.37
H -1.78 -2.14 3.22
S 2.08 0.37 -1.46
H 3.13 0.07 3.89
C -1.97 3.37 0.10
H -0.39 4.23 2.44
H -1.93 4.44 0.34
H 0.69 2.86 2.81
H 2.13 -2.17 3.92
H -3.34 -0.59 -7.43
H 0.10 1.12 4.24
C -2.87 -3.26 -4.06
N 3.95 2.10 -0.72
C -3.51 -0.48 0.26
H 4.77 2.74 1.08
C 5.10 2.56 0.05
C 5.69 0.16 0.40
H -2.93 -3.02 -6.84
P -0.44 2.56 0.67
H 6.99 1.82 0.64
H -1.64 -4.83 -1.30
H -3.50 -3.49 -4.91
H 0.63 4.65 0.01
Se -0.19 -2.59 -0.32
H -2.83 2.92 0.59
H 3.97 -1.01 0.09
H 3.33 2.77 -1.14
Sc 0.11 0.02 0.16
H -3.92 0.24 3.04
H -3.52 0.46 -0.30
C 0.33 0.05 4.21
H -1.08 2.69 3.02
*
```